# 1
DFT (ωB97M-V/def2-TZVPD) results for C43H48BiN6OP2S2Se2 as an isolated structure.

Each line ends with the Löwdin charge.
CARTESIAN COORDINATES (ANGSTROEM)
Bi1 -1.139 -0.055 0.617  1.51
Se1 -4.608 0.096 3.007  0.79
Se2 -2.309 0.042 3.363  0.65
C1 -1.824 1.880 3.068  -0.66
C2 -2.127 2.877 3.971  -0.05
C3 -1.704 4.168 3.672  0.00
C4 -0.989 4.389 2.507  0.00
C5 -0.718 3.322 1.667  -0.13
N1 -1.132 2.083 1.942  -0.17
C6 -4.771 -0.490 1.173  -0.69
C7 -6.073 -0.486 0.687  -0.09
C8 -6.288 -0.952 -0.595  -0.01
C9 -5.202 -1.387 -1.345  -0.03
C10 -3.947 -1.328 -0.780  -0.20
N2 -3.724 -0.897 0.475  -0.16
H1 -2.675 2.657 4.876  0.12
H2 -1.926 4.983 4.348  0.13
H3 -0.634 5.376 2.247  0.13
H4 -0.145 3.453 0.759  0.10
H5 -6.894 -0.129 1.296  0.12
H6 -7.289 -0.970 -1.005  0.13
H7 -5.330 -1.761 -2.352  0.12
H8 -3.069 -1.625 -1.341  0.07
C11 2.279 -2.296 0.307  -0.14
N3 2.268 -0.800 0.337  -0.47
P1 1.542 -0.122 1.736  0.92
C12 2.444 1.409 2.062  -0.35
C13 1.946 2.268 3.041  -0.11
C14 2.687 3.367 3.445  -0.05
C15 3.933 3.607 2.879  -0.04
C16 4.444 2.738 1.926  -0.05
C17 3.706 1.635 1.521  -0.09
C18 2.032 -1.111 3.164  -0.35
C19 3.359 -1.521 3.306  -0.08
C20 3.767 -2.139 4.476  -0.04
C21 2.867 -2.320 5.522  -0.04
C22 1.558 -1.881 5.399  -0.06
C23 1.140 -1.283 4.216  -0.13
P2 1.411 -0.198 -1.071  0.92
C24 2.313 -0.914 -2.464  -0.37
C25 1.634 -1.001 -3.678  -0.12
C26 2.310 -1.389 -4.825  -0.06
C27 3.661 -1.701 -4.761  -0.04
C28 4.339 -1.618 -3.552  -0.04
C29 3.672 -1.220 -2.403  -0.10
C30 1.777 1.566 -1.285  -0.36
C31 0.681 2.420 -1.372  -0.16
C32 0.843 3.764 -1.694  -0.08
C33 2.113 4.260 -1.936  -0.04
C34 3.216 3.409 -1.878  -0.04
C35 3.048 2.072 -1.573  -0.08
H9 2.798 -2.672 1.182  0.07
H10 2.818 -2.624 -0.575  0.07
H11 1.270 -2.715 0.283  0.05
H12 0.996 2.064 3.523  0.09
H13 2.304 4.025 4.214  0.12
H14 4.515 4.462 3.198  0.12
H15 5.425 2.911 1.506  0.12
H16 4.118 0.939 0.803  0.09
H17 4.079 -1.339 2.516  0.12
H18 4.793 -2.464 4.582  0.12
H19 3.196 -2.790 6.439  0.12
H20 0.866 -1.998 6.222  0.12
H21 0.117 -0.939 4.128  0.04
H22 0.579 -0.757 -3.729  0.09
H23 1.785 -1.446 -5.770  0.11
H24 4.189 -2.003 -5.655  0.12
H25 5.393 -1.858 -3.504  0.12
H26 4.212 -1.142 -1.467  0.11
H27 -0.331 2.044 -1.228  0.02
H28 -0.021 4.413 -1.769  0.11
H29 2.251 5.302 -2.192  0.12
H30 4.204 3.793 -2.092  0.12
H31 3.908 1.414 -1.578  0.11
C36 -0.547 -4.245 3.127  -0.21
S1 -1.685 -3.228 2.209  0.86
C37 -2.221 -4.452 1.024  -0.21
O1 -0.768 -2.271 1.428  -0.82
H32 0.117 -4.766 2.439  0.08
H33 -1.135 -4.950 3.714  0.08
H34 0.021 -3.593 3.787  0.04
H35 -1.419 -4.562 0.294  0.06
H36 -3.139 -4.116 0.552  0.05
H37 -2.399 -5.388 1.551  0.08
S2 -3.236 1.880 -0.503  0.64
C38 -3.138 2.581 -2.052  -0.81
N4 -2.500 2.087 -3.117  0.03
C39 -2.725 2.886 -4.329  -0.10
C40 -3.530 4.090 -3.787  -0.09
N5 -3.710 3.734 -2.376  0.04
H38 -2.154 1.144 -3.126  0.13
H39 -3.287 2.314 -5.065  0.13
H40 -1.778 3.191 -4.768  0.12
H41 -4.492 4.204 -4.282  0.13
H42 -2.978 5.024 -3.876  0.12
H43 -4.275 4.251 -1.724  0.15
C41 -1.672 -4.878 -4.215  -0.08
C42 -0.378 -4.230 -3.715  -0.20
C43 -0.616 -3.263 -2.639  -0.19
N6 -0.782 -2.496 -1.798  0.15
H44 -1.433 -5.612 -4.982  0.09
H45 -2.339 -4.137 -4.650  0.08
H46 -2.194 -5.390 -3.408  0.08
H47 0.135 -3.697 -4.518  0.11
H48 0.319 -4.978 -3.333  0.13

## Properties
E (eV): -233117.194
HOMO (eV): -15.0
Orbital gap (eV): 7.111
Multiplicity: 1
ΔE to the lowest compared entry with this formula, charge and spin (kJ/mol): 76.2
Charge: +3

***

# 2
DFT (ωB97M-V/def2-TZVPD) results for C56H137B2F6N8O18S2Zn as an isolated structure in a non-equilibrium geometry.

Each line ends with the Löwdin charge.
CARTESIAN COORDINATES (ANGSTROEM)
Zn1 -20.900 7.722 -15.376  0.54
B1 -19.338 6.935 -16.410  -0.41
H1 -18.655 6.618 -17.182  -0.01
H2 -20.290 6.435 -16.504  -0.03
H3 -18.914 6.728 -15.439  -0.01
H4 -19.431 8.009 -16.442  -0.02
B2 -20.422 8.718 -13.631  -0.39
H5 -20.003 9.040 -12.691  -0.01
H6 -21.394 9.093 -13.913  0.01
H7 -19.709 8.988 -14.395  0.00
H8 -20.403 7.643 -13.548  0.00
C1 -23.250 11.004 -16.041  -0.64
F1 -24.466 10.418 -16.153  0.11
F2 -23.323 12.321 -16.280  0.14
F3 -22.815 10.794 -14.855  0.18
S1 -22.028 10.147 -17.337  0.78
O1 -22.455 10.493 -18.687  -0.30
O2 -20.702 10.674 -16.951  -0.30
N1 -22.118 8.458 -16.795  -0.30
S2 -23.263 7.808 -17.614  0.58
O3 -23.750 6.677 -16.847  -0.29
O4 -24.383 8.572 -18.195  -0.29
C2 -22.387 7.042 -19.149  -0.63
F4 -21.967 8.009 -19.951  0.14
F5 -21.390 6.229 -18.767  0.11
F6 -23.226 6.309 -19.866  0.14
C3 -18.190 11.484 -14.937  -0.05
C4 -18.206 11.755 -13.441  -0.49
C5 -19.487 12.348 -12.936  -0.05
O5 -17.954 10.525 -12.796  -0.06
H9 -19.068 10.942 -15.289  0.05
H10 -17.315 10.875 -15.164  0.07
H11 -18.128 12.382 -15.553  0.08
H12 -17.411 12.448 -13.168  0.13
H13 -19.808 13.106 -13.650  0.08
H14 -19.434 12.928 -12.015  0.08
H15 -20.251 11.579 -12.824  0.06
H16 -18.746 10.010 -12.965  0.01
C6 -21.050 4.500 -13.178  -0.02
C7 -21.736 4.769 -14.560  -0.41
C8 -23.110 4.014 -14.745  -0.01
O6 -22.030 6.143 -14.521  -0.10
H17 -20.681 3.484 -13.319  0.08
H18 -21.765 4.515 -12.356  0.08
H19 -20.209 5.189 -13.100  0.08
H20 -21.091 4.431 -15.371  0.11
H21 -22.893 2.953 -14.862  0.05
H22 -23.441 4.353 -15.727  0.06
H23 -23.858 4.240 -13.985  0.09
H24 -22.596 6.245 -13.753  0.13
C9 -24.871 10.418 -11.719  -0.09
O7 -23.659 9.993 -11.061  -0.16
C10 -22.624 10.934 -11.222  -0.26
C11 -21.419 10.541 -10.472  -0.20
N2 -21.113 9.113 -10.661  -0.03
C12 -20.013 8.683 -9.753  -0.18
C13 -19.910 7.136 -9.710  -0.19
O8 -21.225 6.664 -9.384  -0.20
C14 -21.337 5.311 -9.043  -0.13
H25 -25.412 11.189 -11.169  0.06
H26 -25.523 9.546 -11.661  0.09
H27 -24.902 10.626 -12.789  0.07
H28 -22.897 11.988 -11.282  0.13
H29 -22.434 10.808 -12.287  0.09
H30 -21.687 10.711 -9.429  0.12
H31 -20.543 11.122 -10.760  0.10
H32 -20.677 8.968 -11.560  0.01
H33 -20.148 9.055 -8.738  0.11
H34 -19.022 9.013 -10.063  0.11
H35 -19.216 6.815 -8.934  0.11
H36 -19.533 6.789 -10.672  0.11
H37 -21.093 4.662 -9.885  0.08
H38 -22.215 5.187 -8.409  0.09
H39 -20.662 5.182 -8.197  0.07
C15 -26.638 17.891 -14.056  -0.14
O9 -27.410 17.744 -12.910  -0.17
C16 -27.129 16.491 -12.199  -0.18
C17 -28.421 15.668 -11.965  -0.21
N3 -28.138 14.526 -11.094  -0.08
C18 -27.142 13.605 -11.701  -0.18
C19 -27.699 12.981 -13.056  -0.19
O10 -27.327 13.585 -14.278  -0.19
C20 -26.020 13.417 -14.676  -0.12
H40 -26.475 17.050 -14.730  0.09
H41 -25.664 18.300 -13.786  0.08
H42 -27.160 18.701 -14.566  0.09
H43 -26.888 16.710 -11.159  0.12
H44 -26.319 15.864 -12.572  0.09
H45 -28.846 15.380 -12.926  0.11
H46 -29.064 16.284 -11.336  0.12
H47 -28.961 13.991 -10.856  0.10
H48 -26.975 12.776 -11.013  0.09
H49 -26.162 14.045 -11.886  0.09
H50 -28.767 12.790 -12.957  0.12
H51 -27.276 11.977 -13.061  0.10
H52 -25.596 12.425 -14.832  0.07
H53 -25.469 14.024 -13.959  0.08
H54 -25.869 13.978 -15.599  0.09
C21 -16.580 2.143 -17.873  -0.12
O11 -17.978 2.264 -18.104  -0.20
C22 -18.642 3.356 -17.448  -0.18
C23 -20.122 3.040 -17.571  -0.20
N4 -20.450 1.954 -16.626  -0.01
C24 -21.801 1.467 -16.987  -0.20
C25 -22.185 0.288 -16.050  -0.27
O12 -23.352 -0.340 -16.305  -0.21
C26 -24.532 0.449 -16.004  -0.05
H55 -16.175 2.118 -16.862  0.09
H56 -16.031 2.936 -18.379  0.07
H57 -16.141 1.325 -18.444  0.08
H58 -18.442 4.270 -18.009  0.11
H59 -18.292 3.463 -16.421  0.13
H60 -20.355 2.733 -18.591  0.11
H61 -20.649 3.974 -17.379  0.10
H62 -19.834 1.194 -16.877  0.10
H63 -21.940 0.924 -17.922  0.10
H64 -22.605 2.203 -16.986  0.09
H65 -22.187 0.617 -15.011  0.11
H66 -21.438 -0.486 -16.226  0.13
H67 -25.438 -0.112 -16.235  0.09
H68 -24.571 1.385 -16.560  0.07
H69 -24.601 0.588 -14.925  0.09
C27 -16.553 10.397 -17.811  -0.11
O13 -15.652 9.954 -18.821  -0.19
C28 -16.118 9.932 -20.186  -0.20
C29 -16.740 8.599 -20.561  -0.22
N5 -18.038 8.498 -19.921  -0.03
C30 -18.580 7.111 -19.907  -0.18
C31 -18.944 6.691 -21.365  -0.16
O14 -17.762 6.266 -22.161  -0.20
C32 -17.181 5.068 -21.691  -0.13
H70 -17.582 10.355 -18.169  0.07
H71 -16.423 11.474 -17.707  0.09
H72 -16.450 9.802 -16.903  0.09
H73 -15.267 10.089 -20.849  0.11
H74 -16.834 10.729 -20.389  0.12
H75 -16.098 7.793 -20.203  0.12
H76 -16.734 8.494 -21.646  0.11
H77 -17.966 8.887 -18.992  0.07
H78 -19.478 7.140 -19.291  0.08
H79 -17.879 6.363 -19.536  0.09
H80 -19.626 7.406 -21.826  0.12
H81 -19.628 5.858 -21.204  0.07
H82 -17.890 4.242 -21.745  0.07
H83 -16.796 4.981 -20.674  0.07
H84 -16.354 4.881 -22.376  0.09
C33 -24.724 3.590 -18.837  -0.09
O15 -24.875 2.183 -18.861  -0.20
C34 -24.396 1.574 -20.059  -0.22
C35 -24.527 0.071 -20.034  -0.20
N6 -23.478 -0.524 -19.201  -0.05
C36 -23.630 -1.986 -18.986  -0.17
C37 -23.879 -2.748 -20.286  -0.21
O16 -25.305 -2.844 -20.490  -0.22
C38 -25.685 -3.538 -21.669  -0.11
H85 -25.348 4.070 -18.082  0.10
H86 -24.677 4.157 -19.767  0.07
H87 -23.686 3.659 -18.510  0.07
H88 -23.364 1.791 -20.337  0.10
H89 -25.057 1.967 -20.832  0.11
H90 -24.405 -0.225 -21.076  0.10
H91 -25.515 -0.138 -19.623  0.13
H92 -23.469 -0.057 -18.306  0.04
H93 -24.469 -2.167 -18.314  0.12
H94 -22.661 -2.266 -18.573  0.11
H95 -23.445 -3.744 -20.194  0.11
H96 -23.434 -2.300 -21.174  0.12
H97 -26.709 -3.865 -21.492  0.09
H98 -24.965 -4.296 -21.979  0.08
H99 -25.775 -2.769 -22.437  0.08
C39 -24.280 9.848 -21.478  -0.01
C40 -24.501 11.344 -21.883  -0.51
C41 -25.933 11.688 -21.477  -0.16
C42 -26.308 13.137 -21.508  -0.18
C43 -25.269 13.838 -20.631  -0.14
C44 -23.764 13.608 -20.958  -0.47
N7 -23.593 12.173 -21.170  -0.11
O17 -22.252 11.745 -21.287  0.00
C45 -23.313 14.468 -22.146  -0.03
C46 -23.018 14.152 -19.696  -0.03
C47 -24.389 11.499 -23.417  -0.03
H100 -25.128 9.177 -21.619  0.09
H101 -24.035 9.877 -20.416  0.05
H102 -23.411 9.474 -22.019  0.08
H103 -26.512 11.276 -22.304  0.11
H104 -26.216 11.223 -20.533  0.13
H105 -27.277 13.338 -21.051  0.11
H106 -26.404 13.501 -22.531  0.11
H107 -25.465 13.703 -19.567  0.11
H108 -25.546 14.892 -20.667  0.11
H109 -22.299 14.217 -22.459  0.09
H110 -24.020 14.283 -22.955  0.06
H111 -23.367 15.539 -21.950  0.08
H112 -23.355 13.772 -18.731  0.07
H113 -22.000 13.763 -19.729  0.08
H114 -22.943 15.239 -19.703  0.08
H115 -23.419 11.094 -23.708  0.08
H116 -24.464 12.537 -23.739  0.06
H117 -25.094 10.913 -24.008  0.08
H118 -22.179 11.209 -20.494  0.05
C48 -23.948 0.822 -24.428  -0.02
C49 -23.284 2.254 -24.316  -0.49
C50 -24.351 3.198 -23.781  -0.15
C51 -23.721 4.562 -23.582  -0.16
C52 -22.573 4.453 -22.581  -0.15
C53 -21.487 3.466 -22.920  -0.47
N8 -22.140 2.228 -23.455  -0.11
O18 -21.248 1.181 -23.719  0.00
C54 -20.466 4.137 -23.834  -0.01
C55 -20.864 3.158 -21.516  -0.03
C56 -22.947 2.749 -25.791  -0.02
H119 -24.190 0.569 -23.396  0.06
H120 -23.259 0.122 -24.900  0.07
H121 -24.841 0.821 -25.054  0.08
H122 -25.102 3.253 -24.569  0.12
H123 -24.776 2.813 -22.854  0.10
H124 -24.460 5.312 -23.302  0.11
H125 -23.342 4.986 -24.512  0.11
H126 -22.991 4.260 -21.593  0.10
H127 -22.110 5.435 -22.483  0.12
H128 -19.787 3.327 -24.100  0.09
H129 -20.934 4.559 -24.723  0.07
H130 -19.851 4.819 -23.248  0.07
H131 -20.761 4.096 -20.969  0.07
H132 -21.479 2.449 -20.961  0.06
H133 -19.909 2.634 -21.492  0.08
H134 -23.774 3.229 -26.315  0.08
H135 -22.607 1.980 -26.485  0.07
H136 -22.120 3.454 -25.871  0.05
H137 -21.119 0.779 -22.857  0.10

## Properties
E (eV): -196799.056
HOMO (eV): -6.1
Orbital gap (eV): 8.050
Multiplicity: 1
Charge: -1

***

- Among the records above, which one has the highest charge?
  C43H48BiN6OP2S2Se2

***

- The lowest E belongs to which entry?
  C43H48BiN6OP2S2Se2

***

- Which of these has the highest E?
  C56H137B2F6N8O18S2Zn